17
Properties=species:S:1:pos:R:3:mulliken_charge:R:1 method="wB97M-V/def2-TZVPD" de_lowest_kcal_mol=50.3 total_charge=0 spin_multiplicity=1 orbital_gap_ha=0.3861 smiles="O=CCCCCO"
C 1.616 0.723 -0.924 -0.54
H 0.514 -0.856 -1.962 0.33
H 0.794 -1.391 0.399 0.32
C 0.360 -0.078 -1.205 -0.45
H 2.109 1.034 -1.861 0.33
H -0.176 0.651 1.640 0.44
C -1.958 -0.929 1.684 -0.06
H 2.475 0.239 -0.461 0.32
H -0.407 0.599 -1.570 0.27
H -1.343 0.695 0.426 0.26
O 1.309 1.826 -0.068 -0.51
O -3.100 -0.756 1.380 -0.46
H -1.548 -1.789 2.243 0.32
H -0.788 -1.689 -0.310 0.40
C -0.854 -0.008 1.111 -0.46
H 1.109 2.628 -0.549 0.30
C -0.111 -0.900 0.027 -0.80

***

93
Properties=species:S:1:pos:R:3:mulliken_charge:R:1 method="wB97M-V/def2-TZVPD" total_charge=-1 spin_multiplicity=1 orbital_gap_ha=0.1656
C 5.528 0.969 -4.824 0.58
C 0.466 5.899 0.905 0.55
H -2.090 -6.247 -1.840 0.29
C -4.157 -6.791 6.234 0.25
C 2.119 4.237 1.726 -0.56
F -2.461 -2.763 5.779 -0.30
H -3.899 -0.818 0.979 0.58
H 4.277 -3.451 -5.528 0.48
C 4.785 -1.399 -5.188 0.13
C -3.255 -2.048 2.604 0.05
O -5.531 -4.076 -2.208 -0.47
H 3.597 2.877 2.459 0.43
H -1.743 6.878 -0.249 0.49
C 1.724 5.565 1.628 0.14
H -3.913 -1.376 3.156 0.31
H 2.701 3.799 -2.517 0.47
F -3.580 -4.812 7.356 -0.31
H -6.685 -2.005 0.675 0.33
C -3.055 -1.470 1.212 -1.10
C 5.727 -0.392 -5.398 0.23
N -0.985 -0.380 -2.409 -0.55
H -0.998 -2.822 -0.105 0.01
H 4.308 7.019 3.273 0.47
P -2.525 -0.724 -2.085 0.09
H -0.403 -1.075 -1.946 0.18
H -3.729 -3.020 2.651 -0.04
C 4.269 1.247 -4.086 0.37
H -2.523 9.220 -0.279 0.40
H -5.906 -3.491 1.145 0.14
H -2.205 -0.800 1.279 0.46
C 1.900 1.820 -2.754 -0.61
H -0.437 -3.191 3.680 0.41
F -4.130 -4.345 4.796 -0.32
C 4.052 2.519 -3.575 -0.67
C 3.295 3.912 2.379 -0.57
S -3.197 -4.977 0.620 -0.46
O 2.721 -2.011 -4.244 -0.65
H -4.288 -4.901 1.409 0.01
F -0.820 -4.105 5.731 -0.34
H 1.352 -0.212 -3.115 0.70
C 2.509 6.569 2.200 0.31
C -1.160 7.652 0.231 -0.58
C 6.146 -2.929 -6.441 -0.48
C -1.595 8.966 0.216 -0.47
H -5.607 -4.872 -1.660 0.27
F -4.808 -7.005 7.359 -0.29
P -5.312 -2.747 -1.185 0.24
C -1.925 -3.741 5.072 0.88
P -2.039 -4.189 -2.595 0.37
C 5.005 -2.670 -5.703 -0.54
O -0.189 5.037 0.361 -0.68
H -3.247 -0.925 -3.293 0.03
C -2.940 -4.890 5.084 0.47
C 2.115 0.545 -3.246 -0.99
H 4.805 3.285 -3.702 0.45
N -0.309 -4.404 -2.651 -0.52
C 6.869 -0.655 -6.144 -0.56
H -0.103 -5.213 -3.236 0.26
H -1.758 -4.032 2.928 0.18
C 2.871 2.805 -2.911 -0.48
H 5.011 4.659 3.433 0.39
O 6.378 1.828 -4.966 -0.69
C -6.387 -2.977 0.313 -0.95
F -2.695 -5.803 4.156 -0.30
C 3.300 0.250 -3.911 0.30
H 0.972 2.042 -2.243 0.66
H 0.934 10.407 1.948 0.46
H -7.266 -3.542 0.019 0.37
C 3.696 6.239 2.842 -0.61
O -2.660 -5.740 -2.435 -0.51
F -2.004 -6.146 6.848 -0.29
H -1.191 10.983 0.834 0.39
H -0.040 -4.681 -1.710 0.22
H 7.591 0.131 -6.315 0.46
C 0.347 9.638 1.466 -0.56
C 2.082 7.994 2.147 0.54
Nb -2.787 -2.822 -0.558 -0.36
C 0.791 8.321 1.480 0.23
C 4.087 4.915 2.930 -0.44
H 7.963 -2.120 -7.256 0.39
C 7.076 -1.919 -6.669 -0.44
H 6.313 -3.920 -6.845 0.39
H -4.820 -6.645 5.390 0.24
C -3.134 -5.623 6.416 0.76
O -2.018 -2.016 3.337 -0.48
C -1.516 -3.269 3.664 -0.54
C -0.844 9.958 0.840 -0.45
F -3.461 -7.904 5.965 -0.28
H 1.507 3.456 1.294 0.58
C 0.029 7.324 0.870 0.21
H -3.180 0.396 -1.504 0.00
O 2.766 8.870 2.639 -0.68
C 3.529 -1.128 -4.427 0.51

***

76
Properties=species:S:1:pos:R:3:mulliken_charge:R:1 method="wB97M-V/def2-TZVPD" de_lowest_kcal_mol=0.0 total_charge=+1 spin_multiplicity=1 orbital_gap_ha=0.2487
C -0.128 -1.937 -4.618 -0.70
C 4.408 0.105 0.915 0.37
H 1.201 1.332 -2.945 0.41
C -3.117 -2.354 2.365 0.66
C -0.950 0.767 -2.599 0.72
O 0.662 -4.219 -0.897 -0.77
H -2.305 3.717 1.165 0.42
S 0.859 -2.798 -0.809 1.22
H -2.169 -5.589 2.299 0.41
H -3.527 -0.511 -1.022 0.45
H 3.766 0.356 -0.852 0.52
H -4.662 0.109 -3.144 0.50
N 2.013 0.425 -0.599 -2.11
C 4.122 -0.243 3.682 -1.06
S -0.384 2.466 1.629 0.47
H 2.434 4.160 -0.151 0.42
C -0.233 -2.237 -3.269 -0.18
C 3.128 0.030 1.494 0.83
C -1.695 4.307 3.179 -1.17
C 5.389 -0.178 3.094 -0.36
H 1.339 3.947 2.146 0.70
O 2.031 -2.324 -0.127 -0.61
H -0.791 4.602 3.711 0.31
H 6.273 -0.269 3.711 0.41
C 2.253 -1.655 -4.377 -0.84
C 3.010 -0.151 2.881 -0.48
N -0.481 -2.062 -0.214 0.78
C -3.113 -3.729 2.680 -1.05
C 2.158 -1.964 -3.028 -0.29
C -2.986 -0.028 -1.825 -0.11
C 1.913 0.094 0.694 0.76
H -0.893 4.771 1.208 0.33
C 0.909 -2.228 -2.483 -0.21
C 5.533 -0.011 1.735 -0.76
C -1.279 -4.050 1.112 -0.79
H -2.882 1.334 1.350 0.71
C -1.513 1.157 -3.800 -1.04
O -0.842 1.847 0.289 -0.44
C 1.112 -1.637 -5.169 -0.52
H -3.830 -4.120 3.390 0.45
C -1.403 3.961 1.726 -0.57
O 0.769 -0.085 1.268 -1.05
H -3.329 1.220 -4.940 0.47
H 1.206 3.078 -0.810 0.02
H 2.017 -0.232 3.302 0.53
H -2.138 3.462 3.707 0.32
C -2.195 -4.533 2.067 -0.89
O 4.627 0.281 -0.396 -0.70
H -4.800 -1.782 3.581 0.46
H 3.034 -1.983 -2.393 0.51
H -2.393 5.142 3.223 0.41
H -4.700 0.607 2.893 0.47
H -1.186 -2.497 -2.827 0.50
C 1.405 3.821 -0.041 -1.04
H 0.749 4.674 -0.209 0.34
C -4.040 -1.431 2.893 -0.61
H -0.893 1.615 -4.558 0.55
C 1.235 3.215 1.340 -0.10
H -0.615 -4.750 0.635 0.76
C -3.612 0.320 -3.012 -1.07
C 0.469 0.885 -2.282 -0.79
C -2.972 0.302 1.652 -0.03
C -2.865 0.932 -4.006 -0.36
C -3.986 -0.115 2.523 -1.37
H -1.011 -1.953 -5.244 0.51
H 4.021 -0.376 4.750 0.44
Co -0.614 -0.109 -0.027 -0.66
N -1.696 0.203 -1.617 0.81
N 0.787 0.399 -1.140 2.48
H 1.192 -1.410 -6.224 0.44
C -1.248 -2.711 0.769 0.20
H 1.960 2.422 1.523 -0.07
N -2.081 -0.534 1.161 0.88
H 3.220 -1.441 -4.811 0.46
C -2.157 -1.862 1.455 -0.08
H 6.508 0.032 1.270 0.48

***

8
Properties=species:S:1:pos:R:3:mulliken_charge:R:1 method="wB97M-V/def2-TZVPD" de_lowest_kcal_mol=47.7 total_charge=0 spin_multiplicity=1 orbital_gap_ha=0.3550 smiles="C1N=NPO1"
H -0.689 1.556 0.621 0.24
H 0.110 -2.506 -0.203 0.06
N 0.169 -0.374 -1.399 -0.19
P -0.782 -1.372 -0.302 0.23
H 0.979 1.409 0.950 0.25
C 0.110 0.901 0.452 -0.09
N 0.389 0.756 -1.025 -0.17
O -0.285 -0.372 0.905 -0.33

***

114
Properties=species:S:1:pos:R:3:lowdin_spin:R:1 method="wB97M-V/def2-TZVPD" s_squared=2.02 de_lowest_kcal_mol=0.0 total_charge=+2 spin_multiplicity=3 orbital_gap_ha="0.2688 / 0.2386"
H 11.139 14.916 7.784 0.00
Mo 7.826 14.805 13.341 1.75
C 10.879 15.106 11.181 0.01
C 8.948 11.889 8.966 0.00
H 6.265 8.144 13.630 0.00
H 9.491 11.030 8.573 0.00
C 6.347 9.220 13.754 0.00
C 4.934 12.647 14.759 0.00
C 5.647 19.040 14.531 0.00
H 2.775 12.708 14.310 0.00
H 4.816 17.703 10.518 0.00
H 6.968 12.198 15.533 0.00
H 3.604 17.013 11.562 0.00
C 8.854 15.288 19.243 0.00
H 12.577 13.031 8.397 0.00
H 5.846 12.689 16.748 0.00
H 5.223 19.986 14.808 0.00
H 7.469 14.562 16.242 0.01
H 5.710 11.049 16.125 0.00
H 7.018 10.801 8.698 0.00
H 4.031 13.528 11.774 0.00
C 11.535 10.927 13.663 0.00
H 3.100 12.885 15.951 0.00
C 7.414 17.432 14.906 0.02
C 4.502 16.769 10.996 0.00
H 10.910 15.636 19.563 0.00
C 5.366 9.614 11.434 0.00
H 11.855 16.314 15.564 0.00
H 8.496 20.652 12.329 0.00
H 6.404 9.858 11.116 0.00
C 9.343 19.976 12.227 0.00
H 9.278 10.133 17.866 0.00
H 4.248 12.095 10.773 0.00
C 13.147 12.082 14.948 0.00
H 12.810 15.654 14.202 0.00
C 12.221 13.042 15.292 0.00
H 12.700 19.732 11.650 0.00
H 8.651 15.478 20.238 0.00
H 7.309 9.580 13.401 0.00
H 13.050 12.507 10.793 0.00
N 6.092 14.538 10.753 0.01
C 3.903 9.309 13.509 0.00
H 4.530 14.568 15.599 0.00
H 4.299 16.031 10.251 0.00
C 5.034 14.153 14.715 0.01
C 5.965 17.154 13.111 0.00
C 11.421 18.102 11.958 0.00
N 6.302 15.293 11.837 0.01
C 11.892 16.230 14.498 0.00
H 7.213 19.164 16.038 0.00
C 6.788 18.600 15.222 0.00
H 2.968 12.071 11.964 0.00
N 6.670 12.676 9.607 0.00
H 11.972 17.271 14.054 0.00
C 10.186 15.331 18.834 0.00
H 3.925 8.260 13.534 0.00
H 3.741 9.593 14.582 0.00
C 12.150 13.680 9.183 0.00
C 10.097 17.647 12.202 0.00
H 6.488 13.264 8.797 0.00
N 10.668 15.649 14.028 0.03
H 9.676 11.839 13.408 0.00
C 5.285 18.339 13.407 0.00
C 6.635 13.370 10.769 0.01
H 6.848 14.997 18.574 0.00
H 11.279 10.042 13.109 0.00
H 8.030 18.249 12.494 0.00
C 12.412 13.341 10.502 0.00
H 2.963 9.544 12.971 0.00
H 4.581 10.150 10.809 0.00
H 11.654 15.173 17.340 0.00
C 7.876 15.036 18.264 0.00
C 3.984 12.470 11.737 0.00
C 7.516 11.484 9.384 0.00
H 9.455 12.404 9.791 0.00
C 11.693 19.429 11.815 0.00
H 10.881 21.451 11.858 0.00
H 14.161 12.180 15.303 0.00
H 7.549 10.943 10.329 0.00
O 9.336 10.191 16.910 0.00
S 7.217 12.571 12.296 0.05
H 6.102 14.479 14.828 0.00
N 6.963 16.692 13.901 0.02
P 9.815 14.327 14.803 0.03
H 12.564 13.940 15.756 0.00
C 11.794 14.088 11.493 0.00
C 3.462 12.354 15.071 0.00
H 5.246 8.541 11.220 0.00
H 10.210 9.883 16.679 0.00
C 10.586 15.088 17.516 0.00
C 5.915 12.128 15.802 0.00
H 8.853 12.550 8.106 0.00
C 10.636 15.453 9.850 0.00
P 9.891 15.877 12.513 0.02
C 5.197 9.881 12.960 0.00
C 5.591 16.375 11.934 -0.01
H 13.541 10.221 14.046 0.00
H 6.279 9.377 14.839 0.00
H 11.854 13.840 12.560 0.00
H 8.290 17.070 15.426 0.00
Si 5.150 11.789 13.045 0.01
C 8.272 14.787 16.934 0.01
H 4.536 14.593 13.839 0.00
C 12.797 10.973 14.226 0.00
C 10.616 11.886 13.954 0.00
C 11.323 14.759 8.846 0.00
C 9.626 14.816 16.544 0.01
C 10.904 12.940 14.816 0.00
C 9.054 18.571 12.352 0.00
C 10.638 20.387 11.947 0.00
H 9.952 16.258 9.554 0.00
H 3.193 11.289 15.116 0.00
H 12.179 17.340 11.849 0.00
H 4.505 18.703 12.733 0.00

***

24
Properties=species:S:1:pos:R:3:lowdin_spin:R:1 method="wB97M-V/def2-TZVPD" s_squared=2.02 total_charge=+1 spin_multiplicity=3 orbital_gap_ha="0.2531 / 0.1897"
H 3.712 0.293 -1.349 0.01
H 2.234 1.659 -1.612 0.02
H 0.692 2.496 -0.005 0.01
H -1.363 0.265 1.862 0.01
C 2.878 0.082 -0.752 0.34
C 2.977 -1.082 0.040 0.15
H -3.411 1.562 0.944 0.00
C -2.501 1.381 0.345 0.02
O -1.806 -0.462 -1.420 0.02
C 1.896 0.993 -0.855 0.45
O -0.659 -2.158 0.680 0.02
P 0.246 -1.428 -0.182 0.04
H 2.083 -2.922 0.774 0.02
H -0.732 1.919 1.583 0.01
C 2.011 -2.021 0.221 0.45
C -1.198 1.041 1.143 0.03
H 4.016 -1.422 0.130 0.00
H -0.049 -1.429 -1.610 0.00
S -3.050 0.007 -0.795 0.00
O -3.450 -1.075 0.357 0.00
N -0.151 0.523 0.370 0.26
H -2.846 -1.770 0.487 0.00
H -2.223 2.177 -0.236 0.00
C 0.695 1.370 -0.119 0.13